# 1
{
  "formula": "C4H6N3O6S",
  "method": "the ωB97M-V functional and the def2-TZVPD basis",
  "symbols": ["C", "C", "C", "C", "N", "N", "N", "O", "O", "O", "O", "O", "O", "S", "H", "H", "H", "H", "H", "H"],
  "coordinates": [[-2.28007, 0.75552, -0.99396], [0.07134, 0.98990, -0.82721], [-1.66051, -0.09627, 0.15498], [0.38863, -0.72711, 1.18979], [-1.04421, 1.15013, -1.69390], [-0.35152, -0.12986, 0.10453], [1.37328, 0.88116, -1.42394], [-3.35143, 1.15562, -1.31683], [0.38927, 3.48064, -1.81388], [1.45495, 4.03690, 0.33842], [0.12964, 1.97871, 0.12191], [2.16539, 1.94239, -1.01709], [-2.47072, -0.59338, 0.98883], [1.07169, 3.13101, -0.63413], [0.44804, -1.75445, 1.14726], [1.48307, -0.32544, 1.29905], [-0.17886, -0.43265, 2.06425], [-1.19691, 2.03824, -2.07666], [1.52034, 0.76987, -2.46907], [-2.14783, -1.25252, 1.70665]],
  "multiplicity": 1,
  "total_charge": 1,
  "e_homo_ev": -14.769
}



# 2
{
  "formula": "C4H6N4",
  "method": "the ωB97M-V functional and the def2-TZVPD basis",
  "symbols": ["C", "C", "N", "N", "C", "C", "N", "N", "H", "H", "H", "H", "H", "H"],
  "coordinates": [[1.15267, 1.31363, 0.08847], [-0.01299, 0.84629, -0.29265], [-1.30180, 1.38794, -0.10354], [-2.29268, 0.56087, 0.00504], [-1.68482, -0.82603, 0.06688], [-0.28625, -0.64094, -0.48056], [1.15627, -1.01203, 0.15189], [1.86530, 0.19893, -0.17748], [1.12129, 2.40012, 0.34996], [-1.35164, -0.57812, 1.33733], [-2.26756, -1.80569, -0.25107], [-0.13457, -0.97487, -1.60676], [0.92491, -1.11396, 1.03635], [3.11189, 0.24385, -0.12385]],
  "multiplicity": 1,
  "e_homo_ev": -8.202,
  "de_lowest_ev": 8.090,
  "smiles": "C1=C2N=NC[C@@H]2NN1"
}



# 3
{
  "formula": "C4H6N4",
  "method": "the ωB97M-V functional and the def2-TZVPD basis",
  "symbols": ["H", "N", "C", "C", "N", "C", "N", "C", "N", "H", "H", "H", "H", "H"],
  "coordinates": [[-1.67775, -0.45212, 2.34766], [-1.04300, -1.18349, 1.81801], [-0.40250, -0.49634, 1.00801], [-0.22104, 1.03420, 0.74104], [-0.76800, 1.49011, -0.44272], [-0.22998, 0.96932, -1.41565], [1.01005, 0.23256, -1.55217], [1.28437, -0.66124, -0.69244], [0.36770, -1.24669, 0.23548], [-0.78094, 1.27439, 1.62120], [0.75479, 1.48840, 0.73084], [-0.68011, 1.22105, -2.46684], [2.32168, -1.26342, -0.72605], [0.51003, -2.39137, 0.23723]],
  "multiplicity": 1,
  "e_homo_ev": -9.397,
  "de_lowest_ev": 3.175,
  "smiles": "[H]/N=C1\\CN=CN=CN1"
}



# 4
{
  "formula": "C4H6N4",
  "method": "the ωB97M-V functional and the def2-TZVPD basis",
  "symbols": ["H", "N", "C", "N", "C", "C", "C", "N", "N", "H", "H", "H", "H", "H"],
  "coordinates": [[2.40697, 1.05839, 0.07628], [1.50732, 1.71303, -0.23928], [0.48423, 1.15700, 0.05588], [-0.84914, 1.75447, 0.23205], [-1.84015, 0.86019, 0.07702], [-1.94083, -0.57886, -0.08787], [-0.55717, -1.01237, -0.08796], [0.54373, -0.29745, 0.22882], [1.62273, -0.90154, 0.02112], [-2.67760, 1.54175, -0.30524], [-2.76015, -1.33585, -0.17407], [-0.42518, -2.15870, -0.16868], [2.06715, -1.24125, 0.96376], [2.41807, -0.55880, -0.59183]],
  "multiplicity": 1,
  "e_homo_ev": -8.481,
  "de_lowest_ev": 4.935,
  "smiles": "[H]/N=c1/ncccn1N"
}



# 5
{
  "formula": "C4H6N4",
  "method": "the ωB97M-V functional and the def2-TZVPD basis",
  "symbols": ["C", "C", "C", "N", "N", "C", "N", "N", "H", "H", "H", "H", "H", "H"],
  "coordinates": [[-3.46422, -0.05632, 0.05678], [-1.95914, 0.41898, -0.00052], [-0.98782, -0.45730, -0.14932], [0.37721, -0.13437, -0.08572], [1.29506, -1.14512, 0.08467], [2.42988, -0.49089, 0.03535], [2.27510, 0.86975, 0.00077], [1.00286, 1.12103, 0.03754], [-3.61012, -0.17672, 1.18145], [-3.49706, -1.04201, -0.37520], [-4.17257, 0.74445, -0.39150], [-1.68662, 1.44740, -0.11717], [-1.21879, -1.47101, -0.17337], [3.42133, -0.96797, -0.03879]],
  "multiplicity": 1,
  "e_homo_ev": -9.338,
  "de_lowest_ev": 2.910,
  "smiles": "C/C=C/n1ncnn1"
}



# 6
{
  "formula": "C4H6N4",
  "method": "the ωB97M-V functional and the def2-TZVPD basis",
  "symbols": ["C", "C", "N", "C", "N", "N", "C", "N", "H", "H", "H", "H", "H", "H"],
  "coordinates": [[-1.01395, -0.71122, -1.22247], [-0.90924, 0.62788, -1.16095], [-0.23435, 1.53425, -0.37850], [0.60047, 1.44626, 0.74965], [1.12218, 0.46512, 1.34858], [0.97339, -0.82569, 1.26049], [0.28931, -1.76373, 0.53197], [-0.44188, -1.80490, -0.49860], [-1.68957, -1.04745, -2.00170], [-1.39289, 1.15806, -1.97379], [-0.31505, 2.49244, -0.70150], [0.95655, 2.42370, 1.06660], [1.54990, -1.26251, 1.97838], [0.50514, -2.73222, 1.00184]],
  "multiplicity": 1,
  "e_homo_ev": -8.313,
  "de_lowest_ev": 2.496,
  "smiles": "c1c[nH]cn[nH]cn1"
}



Per-record orbital gap, eV: 9.4 8.5 10.0 8.7 9.6 9.0